Molecular formula: C15H46N8O9
Method: DFT, ωB97M-V/def2-TZVPD

Geometry (Å):
1 H 17.3090 11.2644 -6.8042
2 H 18.0092 13.4090 -5.3498
3 H 19.0479 20.2947 -1.8331
4 C 14.1653 17.2221 -6.1829
5 C 19.6407 13.6697 -2.5936
6 O 20.4187 11.0809 -9.6792
7 H 16.5275 19.7300 -1.5761
8 H 16.0942 12.6020 -0.8099
9 H 17.9532 16.4074 -7.5055
10 H 20.8412 12.2317 -6.8117
11 H 14.7111 17.2633 -7.1318
12 H 16.3277 18.0353 -2.1311
13 H 21.8310 13.9652 -1.1864
14 H 18.1428 10.0312 -7.1422
15 H 15.1638 15.7054 -1.9705
16 O 17.4729 10.6170 -7.5046
17 C 19.0920 14.9059 -3.3499
18 H 13.4179 18.7190 -4.7359
19 H 19.8140 15.7131 -3.1829
20 C 21.9650 14.0673 -2.2644
21 O 19.7768 15.3927 -7.5197
22 C 14.6100 14.9116 -6.2837
23 H 22.6753 10.2837 -8.7507
24 H 19.8362 16.0986 -9.4539
25 C 15.4705 19.4445 -3.4711
26 H 19.5123 13.7040 -1.5097
27 H 14.4358 10.6087 -6.5374
28 H 18.7062 18.6488 -1.2876
29 N 15.5266 18.5732 -4.6430
30 H 19.0753 12.8033 -2.9459
31 N 19.1280 14.7569 -4.8138
32 H 14.4878 19.6439 -3.0219
33 H 15.8530 17.6313 -4.4951
34 H 17.7677 14.7569 -7.0451
35 H 19.0918 14.4788 -9.2951
36 C 18.4692 15.5936 -6.9828
37 H 22.4251 11.1174 -7.2168
38 O 15.6152 12.9040 -3.3188
39 H 16.7090 12.7524 -4.7974
40 C 18.7572 15.9531 -5.5396
41 N 15.7766 13.4951 -1.1349
42 H 15.0582 14.0532 -5.7864
43 C 13.2665 10.4033 -4.8150
44 C 18.8378 19.2724 -2.1775
45 H 19.3855 12.4420 -7.7598
46 C 19.8623 15.1518 -8.9071
47 N 14.1880 10.9731 -5.6341
48 O 17.7748 19.2791 -3.0681
49 H 15.6386 14.2828 -0.5263
50 H 14.2435 19.3439 -6.1363
51 H 13.1050 17.2029 -6.4660
52 H 14.9218 11.5037 -5.1925
53 O 12.3548 9.6954 -5.2242
54 N 15.1722 15.0389 -2.7246
55 N 22.1077 10.8089 -8.1099
56 C 20.8714 11.2214 -8.5520
57 N 13.2882 10.9368 -3.5607
58 C 15.5321 13.7618 -2.4275
59 H 19.4851 16.7688 -5.4896
60 O 20.9665 13.4145 -3.0116
61 N 20.3073 12.0618 -7.6384
62 O 17.3488 12.7039 -5.5293
63 H 14.9666 15.4029 -3.6451
64 C 14.2770 18.5425 -5.3928
65 H 12.5652 10.6010 -2.9508
66 H 15.1106 14.9642 -7.2535
67 H 17.8565 16.4151 -5.1373
68 H 20.0226 14.4293 -5.1548
69 H 13.5739 14.6003 -6.4469
70 H 19.7631 18.9644 -2.6702
71 H 15.6538 20.4576 -3.8479
72 C 16.5019 19.0700 -2.4479
73 O 14.6169 16.0889 -5.4991
74 H 21.9796 15.1378 -2.5105
75 H 22.9350 13.7485 -2.6434
76 H 13.9357 11.6679 -3.3215
77 H 18.1322 15.2829 -2.9992
78 H 20.7681 14.6432 -9.2401

Summary:
Molecular weight ... 482.58 g mol⁻¹
2S+1 ... 1
Relative energy (zero: lowest compared OMol25 entry of this formula, charge and spin) ... 0.779 eV
Gap between HOMO and LUMO ... 0.3286 Eh

Atom-resolved charges from Löwdin, all expressed in e: -0.0265, -0.0001, 0.0891, -0.2167, -0.2003, 0.0267, 0.1239, 0.1201, 0.1249, 0.0868, 0.1234, 0.1089, 0.0890, 0.0313, 0.0912, -0.0756, -0.1637, 0.1080, 0.1050, -0.1090, -0.1942, -0.0827, 0.1016, 0.0857, -0.2201, 0.1183, 0.1062, 0.0857, -0.0451, 0.1182, -0.0726, 0.1143, 0.0754, 0.1066, 0.0893, -0.2069, 0.0807, -0.0304, -0.0120, -0.1937, 0.1840, 0.0609, -0.6863, -0.1414, 0.0872, -0.1184, 0.1675, -0.1886, 0.1025, 0.1187, 0.1260, 0.0558, 0.0114, 0.1959, 0.1396, -0.6709, 0.1501, -0.6385, 0.1291, -0.1938, 0.1574, -0.0948, 0.0765, -0.1919, 0.1003, 0.0953, 0.1080, 0.1204, 0.0998, 0.0839, 0.1233, -0.2117, -0.2291, 0.0808, 0.0899, 0.0513, 0.1060, 0.0832



Molecular formula: C15H46N8O9
Method: DFT, ωB97M-V/def2-TZVPD

Geometry (Å):
1 H -0.9684 1.5109 4.3005
2 O -7.2067 2.3308 6.4669
3 H -5.6517 2.5291 7.8208
4 H -2.2250 3.7459 -0.9234
5 H -3.3986 2.7710 -3.5975
6 H -5.6283 3.3326 -2.6052
7 H 8.4006 0.1669 -4.0237
8 C -6.5576 1.9401 7.6774
9 O 9.0684 -0.6606 -1.9558
10 H 8.9645 -1.1544 -5.0228
11 H 2.3597 -3.6132 -1.0115
12 N 3.8045 -3.6229 -2.7249
13 H 2.1893 0.4416 -6.2046
14 H -7.1473 -0.1632 7.3831
15 H 3.2715 -0.3535 -6.9036
16 C -4.8730 4.4966 -1.0940
17 H -5.8489 -0.1552 5.0959
18 H 7.1140 -3.5158 -8.4438
19 H 9.9758 -2.8625 -4.1364
20 H -6.2337 0.2057 8.7180
21 H 9.7742 -3.0830 -2.4245
22 H -4.7460 5.3965 -1.6957
23 O -2.7852 0.9727 4.7814
24 H 0.7448 3.8789 -2.8174
25 N 2.4117 -4.5565 -1.3687
26 H -7.1776 4.4471 5.9651
27 H -0.4598 4.9488 -2.1568
28 O 2.3425 -0.3784 -6.6740
29 O 6.4984 -3.6717 -7.7276
30 H -8.5895 5.1330 0.8247
31 N 12.9053 -9.6229 -3.1973
32 C 9.3546 -1.2174 -3.0445
33 N -5.0816 0.0344 6.9598
34 H -7.7492 3.9523 7.5819
35 H 4.5009 -3.8040 -3.4338
36 H -3.1675 -0.9696 5.2524
37 H -1.4700 -0.1912 3.7003
38 C -6.2841 0.4441 7.6556
39 H 0.3651 3.7227 -1.0885
40 N -4.7637 3.4597 -2.0988
41 C -5.0034 0.3623 5.5491
42 H -2.5060 2.1883 -1.3275
43 H 1.9736 -5.2655 -0.7982
44 C -0.0485 3.9429 -2.0726
45 C -3.6682 -0.1048 4.8170
46 H -5.1205 1.4455 5.5163
47 H -4.2805 0.3229 7.5029
48 H -3.3932 4.5740 -3.1658
49 N 9.7603 -2.4734 -3.2296
50 H -6.6502 3.3807 -0.3172
51 H 13.5966 -9.9012 -2.5156
52 C 12.1101 -8.6298 -2.9533
53 H -8.9875 5.8431 -0.7511
54 H 3.0446 -3.0527 -3.0678
55 H -3.7117 -0.2874 3.7433
56 H 12.5653 -10.3736 -3.7813
57 H -1.0087 0.1935 5.4346
58 H -6.1969 4.5924 0.7935
59 C 3.4215 -4.6887 -2.1989
60 O -1.0746 2.9185 -2.4972
61 O 4.0364 -5.6651 -2.4533
62 O -7.2242 5.1219 -0.8997
63 H 5.7344 -4.0653 -8.1491
64 O 12.4517 -7.8619 -2.0366
65 C -2.2949 3.1355 -1.8238
66 H -4.1159 4.5352 -0.3109
67 C -1.4416 0.5494 4.4996
68 C -7.6885 3.6683 6.5313
69 H -7.1874 2.2965 8.4924
70 C -6.2469 4.3926 -0.2769
71 N 11.0334 -8.6776 -3.6896
72 H -7.7605 6.6466 0.2663
73 H -8.7520 3.7249 6.2994
74 H 11.0622 -9.5239 -4.2400
75 H 10.1960 -8.1130 -3.6965
76 N 8.9883 -0.6445 -4.1513
77 C -3.4547 3.5399 -2.8269
78 C -8.1902 5.6879 -0.0242

Summary:
Molecular weight ... 482.58 g mol⁻¹
2S+1 ... 1
Relative energy (zero: lowest compared OMol25 entry of this formula, charge and spin) ... 5.763 eV
Gap between HOMO and LUMO ... 0.3141 Eh

Atom-resolved charges from Löwdin, all expressed in e: 0.0890, -0.1967, 0.1252, 0.0962, 0.1143, 0.1090, 0.1197, -0.2263, -0.0138, 0.1058, 0.1076, 0.1589, 0.0285, 0.1217, 0.0263, -0.1885, 0.1184, 0.0264, 0.1041, 0.1127, 0.1163, 0.1084, -0.2332, 0.0746, 0.1710, 0.0859, 0.0811, -0.0550, -0.0565, 0.0877, 0.1383, -0.7287, -0.0872, 0.0717, 0.1292, 0.1124, 0.0859, -0.2122, 0.0804, -0.0997, -0.1589, 0.1169, 0.1176, -0.0505, -0.2109, 0.1045, 0.1093, 0.1021, 0.1544, 0.1174, 0.1252, -0.7620, 0.0883, 0.1206, 0.1138, 0.1005, 0.0850, 0.1112, -0.8739, -0.2024, 0.0692, -0.2086, 0.0299, -0.0006, -0.2547, 0.0991, -0.0892, -0.1098, 0.1070, -0.2248, 0.1718, 0.0888, 0.0819, 0.1004, 0.1264, 0.1422, -0.1469, -0.0991



Molecular formula: C15H46N8O9
Method: DFT, ωB97M-V/def2-TZVPD

Geometry (Å):
1 C -4.5882 1.0915 -1.9537
2 H 1.5030 -1.8148 -0.9744
3 H 4.8849 2.6956 -0.1379
4 H 7.2392 1.5052 1.6170
5 H 1.9129 -1.6036 -2.7127
6 H 5.5042 1.0106 -0.0650
7 N 5.8842 -4.0955 -1.6518
8 C -0.9833 3.7953 0.6392
9 N -4.0975 0.2277 0.2392
10 H 3.9220 -0.6349 0.7871
11 O -1.8180 -3.9465 2.3773
12 H -6.6801 1.2445 -0.2407
13 C -1.3562 -0.5934 2.2373
14 H 3.6280 -2.2342 -3.0840
15 N -1.1470 -3.3096 0.2838
16 H 5.2275 -1.6304 -2.7916
17 O -6.2365 3.0927 -0.7502
18 H -3.2547 0.1833 2.8810
19 N 4.4834 -2.3330 -2.6105
20 C -4.5319 1.4019 -0.4585
21 H 5.8480 -4.9200 -1.0150
22 H 0.6778 4.3347 -0.3665
23 O 5.2781 1.9881 1.8067
24 H -0.4915 5.6954 -0.1050
25 H -3.1672 -2.5004 2.0655
26 O 0.0401 0.0381 -1.3803
27 C 4.8514 1.7615 0.4864
28 H -4.3524 -0.6420 -0.2199
29 H 2.7357 2.1020 0.7039
30 C -1.2512 -4.2218 1.3082
31 N -0.1352 4.7625 0.1296
32 H 0.3081 2.2642 0.0846
33 O -2.0756 4.0609 1.1426
34 C -0.1542 -1.0773 -2.1675
35 H -0.8976 0.2179 2.8007
36 N -0.6695 -5.4371 1.0956
37 H 6.9029 2.3645 3.0199
38 H -5.3976 4.2587 0.8337
39 H -6.4224 5.1371 -0.3973
40 H -0.8051 -6.2154 1.8334
41 H -0.4122 -5.6956 0.1605
42 C 6.6600 2.3297 1.9317
43 H -3.8083 2.2505 -0.3537
44 H -5.8219 2.1740 1.0503
45 C -2.7046 -0.7660 2.8538
46 H -5.1827 0.1788 -2.0269
47 C 4.6779 -3.5899 -2.0241
48 H 3.2025 -0.0250 2.2545
49 H -1.0448 -1.6590 -1.8451
50 C 1.1197 -1.9610 -2.0279
51 H 2.2590 0.5337 -1.2262
52 H -2.4678 0.0442 0.6011
53 O 0.8292 -3.3663 -2.1936
54 H -1.1749 1.9685 0.9914
55 H -0.3362 -0.8172 -3.2125
56 H -4.7512 4.6173 -0.8407
57 H 6.6142 -3.4154 -1.7548
58 C 3.0842 -0.0155 1.1727
59 H 6.8894 3.2781 1.3482
60 O -3.5511 -1.6348 2.0965
61 O 3.6141 -4.1822 -1.8410
62 N 3.1358 1.0013 -1.0422
63 H -3.6631 0.9506 -2.3822
64 H -5.0186 1.9688 -2.5472
65 H -4.4355 0.1350 1.1878
66 C -5.8500 1.9309 0.0135
67 H 1.6665 -3.8558 -1.9911
68 H 2.1997 -0.5332 0.7906
69 H -2.5723 -1.1929 3.9098
70 C -5.6176 4.3441 -0.2567
71 H -0.4418 -0.0092 -0.5443
72 H -0.4990 -3.4371 -0.4935
73 C 3.3770 1.2531 0.3610
74 N -0.4714 2.5940 0.6452
75 O -1.4796 0.0379 0.9398
76 H 3.8077 0.3806 -1.3785
77 H -0.7912 -1.4765 2.0670
78 H -1.3597 -2.3626 0.3167

Summary:
Molecular weight ... 482.58 g mol⁻¹
2S+1 ... 1
Relative energy (zero: lowest compared OMol25 entry of this formula, charge and spin) ... 0.882 eV
Gap between HOMO and LUMO ... 0.3388 Eh

Atom-resolved charges from Löwdin, all expressed in e: -0.0361, 0.1191, 0.1304, 0.0569, 0.0944, 0.1296, 0.1621, -0.7201, 0.0473, 0.0802, -0.0021, 0.1395, -0.2011, 0.0522, 0.1887, 0.1158, -0.2207, 0.1201, 0.1472, -0.4306, 0.1430, 0.1070, -0.1933, 0.1081, 0.0319, -0.0915, -0.2272, 0.1048, 0.1327, -0.6318, 0.1279, 0.1004, -0.0012, -0.2488, 0.1247, 0.1402, 0.0984, 0.0922, 0.0971, 0.1593, 0.0905, -0.0992, 0.1435, 0.1084, -0.2235, 0.0838, -0.6263, 0.0770, 0.1171, -0.2250, 0.0346, 0.0751, -0.1106, 0.0739, 0.1206, 0.0688, 0.0948, -0.0431, 0.1097, -0.0887, -0.0044, 0.0508, 0.0386, 0.1134, 0.0765, -0.2035, 0.0619, 0.0535, 0.1497, -0.0665, 0.0365, 0.0721, -0.4374, 0.1779, -0.2005, 0.0229, 0.0915, 0.0387



Molecular formula: C15H48N2O10
Method: DFT, ωB97M-V/def2-TZVPD

Geometry (Å):
1 H -1.4070 0.7196 1.8619
2 O -2.2141 1.2049 2.0840
3 H 1.2656 -5.2986 0.6067
4 H -1.2068 -2.7374 -1.6541
5 H 4.6777 1.5346 3.7966
6 H 1.8909 -2.7121 2.0520
7 H -3.5615 4.0968 1.1221
8 C -5.2768 -0.8615 -2.4996
9 H 0.8676 -3.6774 -0.0687
10 H 1.8844 1.6279 -1.8172
11 H -1.4269 3.3074 -0.4092
12 H 0.8102 1.8443 3.5294
13 H 3.9409 0.2156 4.6919
14 H 0.6699 -0.1914 -3.8133
15 H 2.2322 -4.3249 2.6205
16 C 1.6644 1.9765 2.8566
17 H -4.0196 2.9983 2.4783
18 O 3.3156 -2.7679 -0.1600
19 H 2.7163 0.2343 1.2603
20 O 1.5388 -0.5330 0.0490
21 C 2.7253 0.8845 3.0678
22 H 1.2363 1.8811 1.8567
23 O -0.2737 -0.6906 1.1764
24 H -2.9329 -0.7323 -0.9977
25 H -0.7698 -1.6049 3.0240
26 C -4.8569 -1.6567 -1.2834
27 H 2.1982 4.6742 -2.1212
28 H -1.5424 3.1436 2.1100
29 H 4.0063 2.4329 -2.9564
30 C -1.5973 2.3476 0.0849
31 H -1.7983 -1.6742 4.1421
32 H 2.6226 -2.0945 -0.1948
33 N 0.1839 -1.0644 -3.6097
34 C -3.8051 -1.0381 -0.4007
35 H -0.6355 -1.1558 -4.2116
36 C 3.7229 3.4852 -3.0213
37 C 1.6090 -4.4820 -0.0284
38 H -4.2325 2.4705 0.8575
39 H -4.0964 -0.1039 0.0764
40 H 1.0109 2.9562 -0.9798
41 H -3.3984 -1.7582 0.3064
42 C -2.1709 2.4961 1.4801
43 H 2.1373 -0.0122 3.3093
44 H -4.4966 -0.7445 -3.2504
45 C 2.2779 3.6683 -2.5456
46 H -0.6662 1.7803 0.0335
47 C 2.6509 -3.5042 2.0364
48 H 4.3961 4.0158 -2.3456
49 C 1.9384 2.6615 -1.4751
50 H 3.8817 3.8472 -4.0375
51 H -5.0279 -3.4028 -2.2077
52 H 1.4380 4.1533 -4.2395
53 O -0.3131 -1.0190 -0.9514
54 O 1.3372 3.4402 -3.6009
55 C 3.7305 1.1500 4.1684
56 H 3.2789 1.8185 4.9035
57 H 3.6975 -4.6159 0.4800
58 H 1.7661 -4.8224 -1.0510
59 H 3.5298 -3.0687 2.5072
60 H -2.6137 -2.9982 -2.1764
61 O -4.3529 -2.9571 -1.6871
62 H 2.6400 2.6478 -0.6343
63 O -1.6730 -3.0514 -2.4385
64 O 3.3967 0.6207 1.8294
65 N 0.3204 -0.7728 0.0970
66 H -0.1942 -0.9879 -2.6420
67 O -1.0060 -2.1081 3.8119
68 H -5.7243 -1.8868 -0.6538
69 H 0.7370 -1.9181 -3.6464
70 H -6.1360 -1.3519 -2.9619
71 C -3.5676 3.0714 1.4889
72 H -5.5928 0.1302 -2.1669
73 H -2.2961 1.7558 -0.5162
74 C 2.8829 -3.8959 0.5879
75 H 2.0560 2.9848 3.0103

Summary:
Molecular weight ... 416.55 g mol⁻¹
2S+1 ... 1
Relative energy (zero: lowest compared OMol25 entry of this formula, charge and spin) ... 0.000 eV
Gap between HOMO and LUMO ... 0.3146 Eh

Atom-resolved charges from Löwdin, all expressed in e: 0.0324, -0.0639, 0.0803, 0.0003, 0.0800, 0.0696, 0.0815, -0.0510, 0.0647, 0.0717, 0.0841, 0.0797, 0.0735, 0.1455, 0.0805, -0.0513, 0.0816, -0.0649, 0.0235, -0.0210, -0.4828, 0.0538, 0.0011, 0.0638, -0.0143, -0.4640, 0.1350, 0.1326, 0.0777, -0.0527, 0.0319, 0.0311, 0.3019, -0.0475, 0.1410, -0.0565, -0.0500, 0.0727, 0.0764, 0.0588, 0.0965, -0.4960, 0.1273, 0.0798, -0.4891, 0.0476, -0.0466, 0.0812, -0.0629, 0.0729, 0.0997, 0.0837, -0.0735, -0.0618, -0.0488, 0.0749, 0.1341, 0.0745, 0.0828, 0.0035, -0.0798, 0.0918, -0.0795, -0.0693, -0.5122, 0.0671, -0.0619, 0.1375, 0.1513, 0.0781, -0.0574, 0.0850, 0.0760, -0.4910, 0.0776



What is the gap between HOMO and LUMO in the fourth record? 0.3146 Eh



Among the records above, which one has the lowest molecular weight? C15H48N2O10